# C4H9N3O

3 unconnected molecules or ions with the total composition C4H9N3O (wB97M-V/def2-TZVPD, the OMol25 dataset).

The charge is 0. For the HOMO energy (alpha / beta), the calculation gives -7.23 / -7.22 eV. The value obtained for the gap between HOMO and LUMO (alpha / beta) is 8.06 / 8.05 eV. Its relative energy (zero: lowest compared OMol25 entry of this formula, charge and spin) is 819.0 kJ/mol. The LUMO energy (alpha / beta) comes out at 0.0304 / 0.0304 hartree.

Each line ends with the Löwdin charge.
Geometry (Å):
1 C -0.090 -1.943 -0.053  -0.07
2 N 2.151 -0.202 -0.349  -0.08
3 C -0.012 0.721 -0.162  -0.19
4 C 0.166 -0.515 -0.225  -0.11
5 N 0.265 2.013 -0.163  0.13
6 C -2.704 1.181 0.099  -0.21
7 O 2.751 -0.397 0.915  -0.14
8 N -1.996 0.173 0.333  0.01
9 H 2.461 -1.264 1.247  0.07
10 H 2.384 -1.005 -0.942  0.05
11 H 0.166 2.512 -1.036  0.11
12 H 1.011 2.365 0.424  0.12
13 H 0.084 -2.473 -0.993  0.09
14 H 0.577 -2.360 0.707  0.08
15 H -1.126 -2.109 0.246  0.07
16 H -2.282 2.154 -0.229  0.04
17 H -3.805 1.149 0.181  0.05